# 1
A molecular structure, C28H53CdN10O2S, computed with ωB97M-V/def2-TZVPD.

```
! wB97M-V def2-TZVPD RIJCOSX def2/J DEFGRID3
* xyz 1 1
Cd 0.04225 0.39249 0.67172
C -2.30099 5.63607 0.77460
N -1.42884 4.43585 0.82065
C -0.00809 4.71670 1.02133
C -1.85449 3.17715 0.48183
N -1.44166 2.16858 1.22566
C -1.16279 2.41127 2.66198
C -1.23001 1.20513 3.64347
N -0.36025 0.06083 3.08581
C 0.93627 0.06475 3.82153
C 1.88808 -0.82003 3.04800
N 2.29555 -0.08274 1.80956
C 3.53600 -0.17604 1.41719
N 4.29037 -1.33384 1.63237
C 3.71122 -2.62805 1.55365
C 5.69265 -1.27523 1.87861
N 4.10811 0.77792 0.60007
C 4.98205 0.46611 -0.53410
C 3.54026 2.15157 0.57433
C -1.10455 -1.13936 3.35075
C -2.08579 -1.43560 2.22315
N -1.36645 -1.53528 0.89890
C -1.89985 -2.26576 -0.08146
N -1.14036 -2.67649 -1.09886
C -1.69369 -3.00156 -2.41666
C 0.26804 -2.97764 -0.85711
N -3.23930 -2.63614 -0.20495
C -3.63805 -4.00551 -0.30398
C -4.26686 -1.65540 0.04822
N -2.63704 2.92883 -0.59174
C -2.48914 3.68929 -1.87269
C -3.48386 1.76345 -0.61603
H -2.09433 6.16348 1.71766
H -3.30254 5.27327 0.80427
H -2.07482 6.31162 -0.03731
H 0.31634 5.51696 0.37179
H 0.54169 3.82948 0.78903
H 0.08792 5.07108 2.06949
H -1.97022 3.09294 3.06809
H -0.17459 2.95639 2.77213
H -2.24993 0.91647 3.83155
H -0.81140 1.56350 4.62061
H 0.71899 -0.38613 4.84278
H 1.38355 1.03592 3.89178
H 1.49085 -1.79541 2.70802
H 2.72089 -0.97772 3.75774
H 2.77678 -2.54835 0.91674
H 3.35359 -2.98594 2.55017
H 4.42129 -3.37466 1.14180
H 6.11331 -0.25848 1.78058
H 6.27699 -1.96941 1.25159
H 5.86285 -1.53751 2.93952
H 5.83936 1.15142 -0.44389
H 4.52973 0.70471 -1.47776
H 5.43697 -0.51321 -0.39564
H 2.65935 2.12650 1.21913
H 3.29483 2.52878 -0.40682
H 4.23903 2.86176 1.05977
H -1.54337 -0.98002 4.37955
H -0.39137 -1.93325 3.48417
H -2.78502 -0.60044 2.21491
H -2.59597 -2.37230 2.53127
H -1.93151 -2.09227 -2.90652
H -2.65469 -3.57902 -2.33872
H -0.99948 -3.68266 -2.83757
H 0.44669 -3.63831 0.02296
H 0.87579 -2.04515 -0.87572
H 0.62486 -3.49573 -1.75152
H -2.77044 -4.67308 -0.42943
H -4.40882 -4.15223 -1.05672
H -4.08921 -4.36522 0.61423
H -3.74571 -0.69321 0.21976
H -4.85611 -1.99954 0.93042
H -4.89693 -1.63653 -0.84107
H -2.05965 3.04344 -2.61372
H -1.93341 4.58852 -1.63386
H -3.55714 3.88507 -2.22036
H -3.87572 1.58434 0.39658
H -2.94574 0.84738 -0.93286
H -4.28898 1.93190 -1.27589
O 1.18615 -3.24136 -6.63371
C 0.17103 -2.41548 -6.21048
O -0.91794 -2.50055 -6.69404
C 0.45632 -1.35513 -5.16243
C -0.67758 -0.65552 -4.69747
C -0.64801 0.05588 -3.51745
C 0.63684 0.29763 -2.86287
S 0.76989 1.40953 -1.47568
C 1.77783 -0.32053 -3.35390
C 1.70169 -1.07025 -4.52863
H 1.91990 -3.36416 -5.96728
H -1.59231 -0.68744 -5.27224
H -1.55020 0.46169 -3.02619
H 2.69323 -0.22332 -2.80557
H 2.60977 -1.49143 -4.88062
*
```

Computed properties:
HOMO energy = -0.3735 hartree
frontier orbital gap = 8.442 eV
M = 706.28 g/mol
DFT total energy = -2362.4304 Eh

# 2
11 unconnected molecules or ions with the total composition C28H53Cl22OS, computed with ωB97M-V/def2-TZVPD.

```
! wB97M-V def2-TZVPD RIJCOSX def2/J DEFGRID3
* xyz -1 1
C 0.77362 1.85694 4.69946
O 1.71165 1.61416 3.63069
C 1.79668 2.71759 2.69575
C 3.35168 3.05112 2.49092
C 3.87721 2.72938 0.99132
C 4.92329 3.89422 0.63660
S 6.35910 3.65482 1.80346
C 5.52212 3.69512 -0.82551
Cl 6.39805 2.12008 -1.17192
C 5.34303 4.69848 -1.80454
C 5.90505 4.51817 -3.28823
Cl 4.40948 6.22378 -1.37446
H 0.27077 0.85009 4.91327
H -0.01012 2.62128 4.40662
H 1.33684 2.26013 5.60099
H 1.28050 3.67056 3.04817
H 1.27204 2.42211 1.72102
H 3.99627 2.45592 3.22450
H 3.54030 4.14515 2.71843
H 3.01840 2.64366 0.25001
H 4.41122 1.70865 1.05144
H 6.80760 2.34977 1.57884
H 5.08276 4.18961 -4.00933
H 6.68400 3.67827 -3.32266
H 6.45037 5.44920 -3.65677
Cl -3.62808 -1.10667 6.41940
C -3.42137 -1.83302 4.80459
C -2.17226 -1.33631 4.10887
Cl -2.29280 0.38154 3.65202
H -4.31738 -1.61912 4.22026
H -3.35840 -2.91271 4.94956
H -2.01435 -1.89715 3.18696
H -1.28794 -1.45782 4.73556
Cl 7.90701 5.90267 -0.84427
C 8.49764 7.57091 -1.03582
C 7.72806 8.33501 -2.09312
Cl 8.04443 7.71865 -3.73578
H 9.56334 7.52951 -1.26804
H 8.37857 8.05999 -0.06712
H 8.03191 9.38372 -2.08670
H 6.65228 8.29062 -1.91600
Cl 4.26094 3.20846 6.17438
C 4.85562 1.53942 6.00474
C 6.08618 1.28140 6.84915
Cl 7.51060 2.17005 6.25430
H 5.04854 1.35582 4.94651
H 4.04472 0.88133 6.32223
H 6.34002 0.22019 6.81755
H 5.92359 1.56169 7.89077
Cl 2.72695 6.58786 -4.09817
C 2.12250 6.38887 -5.76173
C 1.70909 4.96154 -6.05627
Cl 3.10206 3.85311 -6.11125
H 2.89964 6.73059 -6.44708
H 1.26086 7.05111 -5.86589
H 1.22688 4.91048 -7.03436
H 1.00724 4.58580 -5.31075
Cl -4.11678 -1.46446 0.71744
C -3.53960 0.21606 0.56642
C -4.30293 0.99102 -0.48563
Cl -3.96055 0.40516 -2.13467
H -2.47121 0.18817 0.34813
H -3.67524 0.68446 1.54252
H -4.01049 2.03922 -0.45661
H -5.38026 0.93421 -0.32375
Cl -4.52384 -5.92704 -2.30744
C -3.94573 -4.24792 -2.46756
C -4.71068 -3.47820 -3.52285
Cl -4.37128 -4.07218 -5.16853
H -2.87800 -4.27758 -2.68759
H -4.07966 -3.77335 -1.49419
H -4.41682 -2.42755 -3.49891
H -5.78743 -3.53380 -3.35873
Cl -7.09381 -10.50028 -0.32405
C -5.93512 -9.40100 -1.11578
C -5.53180 -9.89004 -2.49036
Cl -4.54062 -11.37081 -2.41520
H -5.07114 -9.29039 -0.45914
H -6.42637 -8.43015 -1.19835
H -4.92793 -9.13079 -2.99102
H -6.40279 -10.09809 -3.11444
Cl 0.45862 -4.01425 4.34758
C 1.47184 -4.09837 2.88307
C 1.75176 -2.72886 2.30106
Cl 0.29021 -1.97915 1.61413
H 0.97056 -4.74559 2.16225
H 2.40924 -4.57462 3.17464
H 2.47546 -2.81272 1.48864
H 2.15973 -2.04897 3.05024
Cl -4.71508 3.44828 1.53084
C -4.13473 5.12604 1.37868
C -4.89867 5.89959 0.32539
Cl -4.55803 5.30883 -1.32037
H -3.06675 5.09593 1.15903
H -4.26842 5.59674 2.35388
H -4.60413 6.95003 0.35209
H -5.97558 5.84372 0.48894
Cl -7.58242 -12.55048 -7.33970
C -7.11694 -12.72856 -5.62911
C -8.02483 -11.94486 -4.70508
Cl -7.81817 -10.18488 -4.89233
H -6.07641 -12.41744 -5.52720
H -7.17940 -13.79208 -5.39354
H -7.78849 -12.18202 -3.66555
H -9.07518 -12.18208 -4.87749
*
```

Computed properties:
HOMO energy = -0.1151 hartree
frontier orbital gap = 4.694 eV
M = 1217.76 g/mol
DFT total energy = -11696.2685 Eh

# 3
8 unconnected molecules or ions with the total composition C28H53N8S, computed with ωB97M-V/def2-TZVPD.

```
! wB97M-V def2-TZVPD RIJCOSX def2/J DEFGRID3
* xyz 1 1
C 2.12322 -4.76557 1.54481
C 1.82383 -5.12394 0.09135
C 1.77533 -3.93717 -0.85851
C 3.09942 -3.15237 -0.91055
C 3.00720 -1.76804 -0.27219
C 2.21022 -0.72563 -1.08740
C 0.81494 -0.30042 -0.59366
C 0.69998 -0.01692 0.90972
C -0.17987 -1.10925 1.54145
C -0.29598 -0.92564 3.04215
C -1.31834 -1.83826 3.77077
S -2.78619 -2.33962 2.83983
N -2.40769 -3.60837 1.81563
C -3.39403 -3.70546 0.68590
C -2.76446 -3.41293 -0.65720
C -3.79246 -3.02421 -1.71423
H 2.15826 -5.67739 2.12638
H 1.33738 -4.15409 1.97981
H 3.06777 -4.24510 1.64369
H 0.84563 -5.60497 0.08466
H 2.54513 -5.85687 -0.24680
H 1.59996 -4.33164 -1.85786
H 0.95647 -3.26531 -0.64462
H 3.47367 -3.08537 -1.92166
H 3.80618 -3.72310 -0.31826
H 2.67307 -1.87432 0.75544
H 4.02710 -1.40019 -0.21170
H 2.81711 0.15267 -1.25411
H 2.06892 -1.15988 -2.07513
H 0.58694 0.63281 -1.10076
H 0.03974 -0.98225 -0.91953
H 0.19003 0.91862 1.10861
H 1.67248 -0.03469 1.38302
H -1.12835 -1.01397 1.02575
H 0.28228 -2.06140 1.32529
H -0.46809 0.11987 3.27041
H 0.68080 -1.17212 3.44187
H -0.89379 -2.74353 4.19002
H -1.74056 -1.27735 4.59430
H -3.04098 -1.28975 2.01559
H -1.46991 -3.47916 1.44071
H -3.79575 -4.70952 0.69445
H -4.24051 -3.04964 0.88010
H -2.18073 -4.26193 -0.98368
H -2.09617 -2.57040 -0.54008
H -3.94629 -1.95179 -1.71111
H -4.74178 -3.52605 -1.56660
H -3.43794 -3.28176 -2.70320
C 0.30701 0.77576 -4.22966
C -0.94858 0.45132 -3.57533
N -1.93096 0.18984 -3.04108
H 0.14743 1.11606 -5.25092
H 0.83280 1.56825 -3.69718
H 0.96501 -0.09150 -4.26692
C -0.90603 0.03076 7.40118
C 0.34800 -0.45447 6.84295
N 1.34260 -0.83617 6.41827
H -1.75538 -0.51330 6.99011
H -0.91919 -0.09657 8.48194
H -1.04088 1.08909 7.18425
C -0.73665 4.59011 -5.31386
C -0.17057 3.59226 -6.20472
N 0.28080 2.78914 -6.88909
H -0.07545 4.75620 -4.46055
H -0.87484 5.53842 -5.83183
H -1.70704 4.26903 -4.93692
C 3.12012 6.33292 -4.51670
C 2.14668 5.80559 -3.57797
N 1.35892 5.38905 -2.85348
H 3.24504 7.40493 -4.38580
H 4.09053 5.85686 -4.38260
H 2.79687 6.16354 -5.54168
C -5.82606 -0.17608 -0.44664
C -6.02092 -0.50768 0.95933
N -6.21178 -0.76806 2.06230
H -6.53042 0.59243 -0.75932
H -4.81892 0.19875 -0.62890
H -5.98072 -1.05111 -1.07536
C 4.67950 0.04240 7.49480
C 4.67831 1.01992 8.57121
N 4.67745 1.79254 9.41869
H 3.76657 0.11158 6.90620
H 5.52511 0.19698 6.82654
H 4.74442 -0.97065 7.88773
C -0.84965 9.13701 -5.13492
C 0.41834 8.73818 -5.72586
N 1.41783 8.42363 -6.19333
H -1.67241 8.56807 -5.56466
H -0.84332 8.96848 -4.05930
H -1.04099 10.19362 -5.31220
*
```

Computed properties:
HOMO energy = -0.4773 hartree
frontier orbital gap = 10.432 eV
M = 533.86 g/mol
DFT total energy = -1934.5722 Eh

# 4
A molecular structure, C28H54AsBaN4O8P, computed with ωB97M-V/def2-TZVPD.

```
! wB97M-V def2-TZVPD RIJCOSX def2/J DEFGRID3
* xyz -2 1
Ba -0.49205 -0.13778 -0.27227
O 3.56078 0.22984 1.33918
C 2.68426 0.51346 0.50652
O 1.61733 -0.10355 0.24500
C 2.95441 1.78502 -0.34537
N 1.74488 2.42261 -0.87091
C 1.60797 3.81763 -0.49898
C 0.22412 4.20638 0.09311
N -0.53475 3.08395 0.59599
C -1.93998 3.42393 0.82598
C -2.90319 2.29318 0.46477
N -2.72926 1.70757 -0.86317
C -2.70324 2.68845 -1.93301
C -2.08610 2.13998 -3.22414
N -0.74839 1.60336 -3.04728
C 0.24589 2.64685 -2.87542
C 1.58174 2.15857 -2.29237
C -0.35286 0.66619 -4.09300
C 0.28825 -0.63756 -3.52856
O 0.93574 -1.32217 -4.33431
O 0.04192 -0.86321 -2.31484
C -3.79898 0.73593 -1.06836
C -3.63481 -0.53782 -0.18587
O -4.61093 -0.90997 0.47820
O -2.51286 -1.09992 -0.30951
C 0.06849 2.54942 1.81425
C -0.81056 1.45271 2.46922
O -1.37693 1.74314 3.53864
O -0.86150 0.35320 1.86122
H 3.62402 1.48318 -1.16195
H 3.51214 2.46456 0.29935
H 1.79460 4.46971 -1.36940
H 2.36497 4.06254 0.24648
H -0.36610 4.70655 -0.67992
H 0.39567 4.96181 0.88617
H -2.19467 4.31621 0.24731
H -2.11759 3.67608 1.88091
H -3.92874 2.69245 0.58846
H -2.79213 1.48327 1.18324
H -2.11213 3.54468 -1.61352
H -3.71772 3.06611 -2.16828
H -2.10404 2.95382 -3.97891
H -2.71870 1.33582 -3.59923
H -0.16524 3.40454 -2.21455
H 0.45077 3.13790 -3.84870
H 2.40427 2.63726 -2.86120
H 1.65348 1.08018 -2.42610
H 0.34504 1.11862 -4.80973
H -1.22872 0.33356 -4.65458
H -3.75596 0.37143 -2.09687
H -4.79230 1.17606 -0.88262
H 0.22027 3.34874 2.55905
H 1.02683 2.08246 1.58042
C 4.32622 -0.74212 4.66548
C 2.94960 -1.38419 4.83216
As 1.55046 -0.38943 3.79421
C 0.00844 -1.37977 4.56378
C -0.37551 -1.21958 6.02984
C 1.57191 1.27856 4.90116
C 1.95575 1.24306 6.38001
H 5.12105 -1.35295 5.10639
H 4.36331 0.24049 5.13897
H 4.52734 -0.59722 3.60198
H 2.67578 -1.48116 5.88721
H 2.97294 -2.39313 4.40976
H 0.21004 -2.43491 4.34500
H -0.83604 -1.07592 3.94272
H 0.45738 -1.42834 6.70694
H -1.18453 -1.90967 6.29170
H -0.73316 -0.20498 6.21123
H 0.56680 1.68839 4.80576
H 2.24188 1.96089 4.36851
H 1.24153 0.65820 6.95800
H 1.96234 2.25821 6.79183
H 2.94688 0.81959 6.54822
C -1.80589 -5.15723 1.43783
C -1.60930 -3.65952 1.20817
P -0.18788 -3.11424 0.15292
C -0.34360 -4.31912 -1.24900
C 0.77548 -4.18277 -2.28268
C 1.22723 -3.86469 1.10720
C 2.56579 -3.19082 0.79503
H -2.57191 -5.32624 2.19960
H -0.88334 -5.63501 1.77755
H -2.13527 -5.65709 0.52612
H -1.45868 -3.14413 2.16165
H -2.49510 -3.21139 0.75670
H -1.30640 -4.08492 -1.71352
H -0.37642 -5.34289 -0.86295
H 0.90586 -3.13785 -2.56077
H 0.54378 -4.75080 -3.18736
H 1.72028 -4.56003 -1.88366
H 1.28619 -4.94361 0.92058
H 0.99435 -3.70018 2.16466
H 2.82756 -3.29762 -0.25937
H 3.37252 -3.61409 1.40094
H 2.49543 -2.12784 1.00988
*
```

Computed properties:
HOMO energy = -0.1004 hartree
energy relative to the best compared isomer or geometry (same formula, charge and spin) = 45.6 kcal per mole
frontier orbital gap = 6.668 eV
M = 817.98 g/mol
DFT total energy = -4522.9965 Eh

# 5
2 unconnected molecules or ions with the total composition C28H54BClN2O10P, computed with ωB97M-V/def2-TZVPD.

```
! wB97M-V def2-TZVPD RIJCOSX def2/J DEFGRID3
* xyz -1 1
C 3.52111 0.78053 5.38787
C 3.75908 1.58786 4.37672
C 4.29235 2.45399 3.12848
C 3.11329 3.28769 2.41220
O 2.12501 2.51521 1.70072
C 2.60470 1.90205 0.48370
C 2.97677 0.34806 0.86554
C 2.04296 -0.25422 2.02918
O 2.63244 -1.02020 2.89042
N 0.58028 -0.05055 2.16163
C -0.19145 -1.34120 2.08906
C 0.20353 0.70857 3.39983
O 3.81122 2.46496 -0.09167
N 3.59013 3.62979 -0.74401
O 4.32457 3.74969 -1.67898
C 1.36985 1.74973 -0.58882
C 0.27174 2.93509 -0.45665
C -1.06284 2.65602 -1.37154
C -1.95158 1.43102 -0.74631
C -3.49346 1.82891 -0.45306
C -4.58050 0.80603 -1.10002
C -5.76416 0.37738 -0.08984
C -7.15209 -0.04890 -0.84899
C -7.73746 -1.44397 -0.21789
C -9.34955 -1.49442 -0.16250
O 1.82102 1.49574 -1.94301
C 1.11566 0.39778 -2.56566
O 1.89253 -0.81346 -2.35979
C 1.09093 -2.01132 -2.53564
C 2.07061 -3.25814 -2.11219
O 3.27987 -3.08980 -2.90609
C 4.48767 -3.24867 -2.11868
C 5.49993 -4.32941 -2.83057
B 1.17179 0.70123 -4.20105
O 0.09680 1.35805 -4.93001
C 2.54276 0.17165 -4.95318
C 3.89698 0.83742 -4.37558
P 2.14445 4.15030 3.85128
O 3.30134 4.82675 4.93864
Cl 1.18504 5.81487 2.96397
H 2.96553 0.01020 6.05231
H 4.95024 1.83615 2.39388
H 5.02650 3.23794 3.58740
H 3.57592 4.16708 1.81718
H 4.09220 0.23606 1.18313
H 2.85355 -0.35215 -0.05025
H 0.09028 -1.99535 1.16513
H -0.19507 -1.95682 3.05879
H -1.30359 -1.03794 1.90605
H -0.24867 1.72728 3.05483
H 1.07516 0.93935 4.11055
H -0.66129 0.11539 3.90362
H 0.81544 0.78105 -0.24447
H 0.68818 3.97798 -0.72158
H -0.14274 3.02677 0.63032
H -1.74375 3.58780 -1.32068
H -0.74879 2.46262 -2.47157
H -1.98107 0.52071 -1.46758
H -1.45746 1.06893 0.23349
H -3.72196 2.93678 -0.71652
H -3.63052 1.75456 0.70319
H -4.02786 -0.13398 -1.47217
H -5.05344 1.33882 -2.01034
H -6.02573 1.27917 0.58317
H -5.45127 -0.56464 0.51514
H -7.03082 -0.11751 -1.99099
H -7.98508 0.73945 -0.64236
H -7.38774 -2.35637 -0.82907
H -7.37074 -1.51964 0.88593
H -9.82284 -0.62823 0.44507
H -9.86740 -1.50734 -1.18980
H -9.67482 -2.46814 0.38061
H 0.00269 0.30848 -2.28949
H 0.75460 -2.19567 -3.62103
H 0.17401 -1.97421 -1.81234
H 1.58524 -4.25952 -2.40785
H 2.23288 -3.13713 -0.97595
H 4.32631 -3.63604 -1.05006
H 5.09401 -2.25547 -2.08630
H 6.24450 -4.64342 -2.00999
H 4.85868 -5.22870 -3.15582
H 6.11298 -3.85781 -3.68357
H 0.49742 2.10098 -5.45505
H 2.51964 0.40168 -6.09053
H 2.64608 -0.98621 -4.85543
H 4.81969 0.23048 -4.75483
H 3.97695 0.85256 -3.22810
H 4.07051 1.92178 -4.76526
H 4.05417 5.22555 4.41742
C -2.21699 -4.72936 3.92403
C -2.82555 -3.35891 3.56176
O -2.54742 -3.12209 2.28077
H -1.12856 -4.73893 3.79538
H -2.42439 -4.96450 4.97781
H -2.64343 -5.53735 3.31897
H -2.42769 -2.65638 4.32324
H -3.88999 -3.42791 3.86230
*
```

Computed properties:
HOMO energy = -0.0997 hartree
frontier orbital gap = 4.211 eV
M = 655.98 g/mol
DFT total energy = -2787.1371 Eh